# 1
Here is a cluster of 7 separate species, C51H74F6N10O8S2 in total from the OMol25 dataset. Energies are from the ωB97M-V functional and the def2-TZVPD basis.

Output
- Maximum force: 5.173 eV/Å
- Relative energy (zero: lowest compared OMol25 entry of this formula, charge and spin): 78.4 kcal per mole
- HOMO-LUMO gap: 6.30 eV

Structure (ORCA input):
```
! wB97M-V def2-TZVPD RIJCOSX def2/J DEFGRID3
* xyz 6 1
N -10.935 -14.043 -8.531
O -10.739 -14.784 -7.559
O -10.074 -13.299 -8.910
O -12.035 -14.002 -9.045
C -7.435 -8.521 -5.345
C -8.727 -8.572 -6.166
C -9.220 -9.959 -6.623
O -9.314 -10.796 -5.461
C -9.313 -12.234 -5.770
N -9.850 -7.944 -5.333
H -10.550 -7.590 -5.970
H -10.165 -8.675 -4.711
H -9.571 -7.174 -4.743
H -7.455 -9.135 -4.445
H -7.088 -7.518 -5.097
H -6.707 -8.927 -6.047
H -8.654 -7.855 -6.983
H -8.541 -10.307 -7.401
H -10.225 -9.935 -7.045
H -8.306 -12.461 -6.119
H -10.011 -12.449 -6.579
H -9.617 -12.825 -4.907
C -7.377 -11.029 -10.947
C -8.257 -11.349 -12.180
C -9.597 -11.965 -11.756
N -10.658 -12.121 -12.928
C -11.913 -12.737 -12.258
C -13.050 -12.902 -13.260
C -13.285 -11.667 -14.161
C -11.980 -11.039 -14.747
C -10.975 -10.796 -13.650
C -10.060 -13.160 -13.945
H -8.040 -10.525 -10.245
H -6.595 -10.318 -11.214
H -6.825 -11.891 -10.571
H -7.602 -11.964 -12.797
H -8.294 -10.487 -12.845
H -10.106 -11.355 -11.010
H -9.510 -12.942 -11.281
H -12.165 -12.043 -11.457
H -11.713 -13.752 -11.915
H -13.946 -13.249 -12.746
H -12.860 -13.749 -13.919
H -13.817 -10.921 -13.570
H -14.124 -11.746 -14.853
H -12.222 -10.142 -15.316
H -11.579 -11.532 -15.633
H -11.332 -10.137 -12.858
H -10.114 -10.332 -14.132
H -9.805 -14.122 -13.501
H -9.261 -12.667 -14.499
H -10.789 -13.372 -14.727
C -12.417 -18.598 -7.223
N -13.136 -18.350 -8.480
C -13.450 -19.397 -9.282
C -14.245 -19.156 -10.398
C -14.553 -17.829 -10.706
C -14.175 -16.786 -9.835
C -13.401 -17.041 -8.766
C -15.364 -17.449 -11.943
C -16.608 -18.070 -12.116
C -17.546 -17.665 -13.057
N -17.233 -16.566 -13.805
C -15.998 -16.021 -13.721
C -15.019 -16.405 -12.793
C -18.203 -15.987 -14.722
H -11.377 -18.386 -7.469
H -12.711 -19.552 -6.785
H -12.786 -17.944 -6.433
H -13.204 -20.407 -8.990
H -14.584 -20.051 -10.898
H -14.534 -15.794 -10.065
H -13.220 -16.310 -7.992
H -16.708 -18.846 -11.372
H -18.474 -18.179 -13.263
H -15.873 -15.160 -14.362
H -14.077 -15.900 -12.633
H -18.663 -15.266 -14.045
H -18.869 -16.746 -15.132
H -17.701 -15.534 -15.577
C -6.809 -15.329 -8.346
N -7.178 -15.549 -6.962
C -8.264 -16.251 -6.583
C -8.562 -16.487 -5.287
C -7.672 -16.139 -4.222
C -6.618 -15.307 -4.623
C -6.380 -15.094 -5.997
C -7.925 -16.417 -2.795
C -6.853 -16.701 -1.944
C -7.097 -17.090 -0.573
N -8.413 -17.245 -0.158
C -9.511 -16.918 -0.969
C -9.254 -16.510 -2.285
C -8.630 -17.618 1.260
H -6.122 -14.483 -8.376
H -7.664 -15.169 -9.002
H -6.186 -16.179 -8.625
H -8.995 -16.569 -7.311
H -9.432 -17.084 -5.055
H -6.013 -14.793 -3.891
H -5.474 -14.569 -6.263
H -5.884 -16.661 -2.419
H -6.286 -17.360 0.088
H -10.535 -17.108 -0.683
H -10.091 -16.305 -2.937
H -8.109 -16.853 1.835
H -7.967 -18.455 1.479
H -9.688 -17.662 1.520
C -12.495 -10.138 0.885
N -12.858 -10.491 -0.515
C -14.064 -10.236 -1.002
C -14.318 -10.541 -2.336
C -13.357 -11.126 -3.165
C -12.092 -11.416 -2.626
C -11.926 -11.083 -1.287
C -13.618 -11.377 -4.608
C -12.611 -11.405 -5.591
C -12.861 -11.460 -6.978
N -14.178 -11.520 -7.407
C -15.154 -11.504 -6.484
C -14.941 -11.545 -5.145
C -14.411 -11.397 -8.884
H -11.712 -9.380 0.848
H -12.043 -11.047 1.284
H -13.393 -9.867 1.440
H -14.782 -9.894 -0.270
H -15.319 -10.311 -2.672
H -11.291 -11.937 -3.130
H -10.992 -11.312 -0.797
H -11.573 -11.258 -5.331
H -12.070 -11.442 -7.713
H -16.138 -11.390 -6.916
H -15.819 -11.561 -4.515
H -13.694 -10.868 -9.512
H -15.407 -10.960 -8.959
H -14.409 -12.422 -9.254
C -16.623 -18.485 -6.942
F -17.848 -18.961 -6.817
F -15.673 -19.361 -6.571
F -16.396 -18.168 -8.197
S -16.473 -16.877 -5.879
O -16.952 -15.856 -6.773
O -17.309 -17.111 -4.720
N -14.799 -16.779 -5.526
S -14.446 -15.347 -5.225
O -14.249 -14.488 -6.412
O -15.171 -14.691 -4.125
C -12.654 -15.469 -4.408
F -12.858 -16.244 -3.362
F -11.714 -15.982 -5.232
F -12.290 -14.240 -3.944
*
```

# 2
Here is the ion C17H16F3 with charge +1 from the OMol25 dataset. Energies are from the ωB97M-V functional and the def2-TZVPD basis.

Output
- Maximum force: 2.452 eV/Å
- HOMO-LUMO gap: 5.71 eV

Structure (ORCA input):
```
! wB97M-V def2-TZVPD RIJCOSX def2/J DEFGRID3
* xyz 1 1
C -2.357 0.837 -2.139
C -1.040 1.358 -1.815
C 0.107 0.501 -1.434
C 1.377 0.882 -2.235
H -3.107 1.638 -2.090
H -2.386 0.405 -3.155
H -2.690 0.057 -1.435
H -0.852 2.429 -1.874
H -0.222 -0.526 -1.680
H 2.187 0.166 -2.038
H 1.167 0.883 -3.314
H 1.721 1.882 -1.944
F -3.160 -2.460 1.770
C -2.678 -1.181 1.598
C -3.499 -0.115 1.948
C -2.993 1.159 1.702
F -3.809 2.255 1.896
C -1.716 1.372 1.198
C -0.922 0.276 0.849
C 0.368 0.567 0.054
C 1.559 -0.301 0.477
C 2.677 0.299 1.074
C 3.841 -0.438 1.306
C 3.881 -1.808 1.016
C 2.745 -2.387 0.462
F 2.765 -3.730 0.146
C 1.586 -1.661 0.175
C -1.393 -1.022 1.071
H -4.490 -0.265 2.377
H -1.359 2.380 0.979
H 0.634 1.604 0.293
H 2.625 1.363 1.329
H 4.721 0.067 1.709
H 4.763 -2.418 1.220
H 0.754 -2.162 -0.320
H -0.805 -1.903 0.824
*
```

# 3
Here is a structure of composition C21H29Cl2DyI2N6O from the OMol25 dataset. Energies are from the ωB97M-V functional and the def2-TZVPD basis.

Output
- Maximum force: 3.275 eV/Å
- Relative energy (zero: lowest compared OMol25 entry of this formula, charge and spin): 8.6 kcal per mole
- HOMO-LUMO gap (alpha / beta): 5.72 / 5.42 eV

Structure (ORCA input):
```
! wB97M-V def2-TZVPD RIJCOSX def2/J DEFGRID3
* xyz 2 6
Dy 7.798 6.683 14.110
I 11.349 6.793 13.830
C 11.050 4.658 13.402
I 9.100 3.822 12.661
H 11.147 4.127 14.312
H 11.820 4.375 12.661
Cl 6.626 6.482 16.816
C 7.968 5.446 17.410
Cl 9.145 5.209 16.013
H 7.562 4.466 17.683
H 8.533 5.970 18.181
C 6.758 7.717 10.809
C 6.742 8.318 9.380
N 8.036 8.860 8.979
C 8.358 9.921 9.976
C 8.263 9.451 11.432
N 8.044 8.003 11.501
C 9.146 7.405 10.673
C 8.991 7.792 9.143
H 6.656 6.624 10.765
H 5.925 8.132 11.380
H 6.007 9.098 9.244
H 6.527 7.560 8.637
H 7.696 10.788 9.814
H 9.372 10.299 9.770
H 7.399 9.964 11.871
H 9.185 9.687 12.015
H 9.149 6.293 10.800
H 10.089 7.795 11.021
H 8.604 6.911 8.592
H 9.962 8.125 8.776
C 8.317 8.965 15.219
C 7.497 10.166 15.281
C 6.227 10.248 15.926
C 5.347 11.272 15.714
C 5.706 12.399 14.972
C 6.970 12.405 14.385
C 7.789 11.311 14.467
C 4.767 13.460 14.708
N 3.965 14.301 14.556
H 8.454 8.436 16.180
H 9.301 9.150 14.765
H 5.921 9.363 16.471
H 4.331 11.106 16.094
H 7.313 13.269 13.802
H 8.709 11.267 13.847
C 3.139 8.217 13.568
N 3.771 6.836 13.607
C 2.902 5.722 13.512
C 3.488 4.492 13.348
C 4.900 4.366 13.518
N 5.700 5.477 13.756
C 5.118 6.701 13.746
O 5.892 7.744 13.920
N 5.490 3.167 13.649
H 2.611 8.457 14.519
H 2.420 8.238 12.737
H 3.942 8.913 13.410
H 1.833 5.907 13.661
H 2.874 3.618 13.129
H 5.016 2.303 13.409
H 6.496 3.158 13.730
*
```

# 4
Here is a cluster of 2 separate species, H4O2 in total from the OMol25 dataset. Energies are from the ωB97M-V functional and the def2-TZVPD basis.

Output
- Maximum force: 2.061 eV/Å
- Structure (SMILES): O.O
- Relative energy (zero: lowest compared OMol25 entry of this formula, charge and spin): 3.9 kcal per mole
- HOMO-LUMO gap: 11.44 eV

Structure (ORCA input):
```
! wB97M-V def2-TZVPD RIJCOSX def2/J DEFGRID3
* xyz 0 1
O -1.453 -0.085 0.026
H -0.536 -0.372 -0.211
H -1.333 0.859 -0.127
O 1.286 0.121 -0.029
H 1.420 -0.234 0.896
H 1.785 -0.539 -0.531
*
```

# 5
Here is a structure of composition C32H34N6O2SiTi from the OMol25 dataset. Energies are from the ωB97M-V functional and the def2-TZVPD basis.

Output
- Maximum force: 3.038 eV/Å
- Relative energy (zero: lowest compared OMol25 entry of this formula, charge and spin): 28.9 kcal per mole
- HOMO-LUMO gap (alpha / beta): 4.40 / 7.77 eV

Structure (ORCA input):
```
! wB97M-V def2-TZVPD RIJCOSX def2/J DEFGRID3
* xyz 0 3
Ti -0.759 -0.222 -0.672
O 3.294 -1.320 5.681
N 2.103 -1.467 5.332
O 1.151 -1.905 6.064
C 1.776 -1.125 3.991
C 2.864 -0.637 3.295
C 2.762 -0.285 1.899
C 3.837 0.212 1.104
C 3.568 0.454 -0.266
C 2.280 0.368 -0.724
N 1.257 -0.045 0.016
C 1.461 -0.291 1.336
C 0.336 -0.734 2.054
N -0.847 -0.699 1.419
C -1.967 -0.987 2.049
C -1.970 -1.579 3.344
C -0.720 -1.861 3.902
C 0.513 -1.322 3.337
H 3.864 -0.547 3.824
H 4.836 0.331 1.479
H 4.368 0.637 -1.016
H 2.100 0.603 -1.780
H -2.897 -0.910 1.525
H -2.920 -1.786 3.855
H -0.658 -2.379 4.891
C -4.327 2.361 -0.500
C -4.199 3.125 -1.692
C -3.116 2.822 -2.557
C -2.296 1.698 -2.268
N -2.357 1.070 -1.056
C -3.369 1.424 -0.234
C -1.461 0.989 -3.207
C -1.650 1.159 -4.593
C -0.637 0.823 -5.434
C 0.500 0.243 -4.937
C 0.612 -0.027 -3.568
C -0.384 0.307 -2.628
H -5.097 2.597 0.242
H -4.896 3.883 -1.949
H -2.777 3.464 -3.373
H -3.366 1.028 0.783
H -2.511 1.732 -4.962
H -0.651 1.023 -6.524
H 1.397 0.204 -5.607
H 1.492 -0.588 -3.275
C 0.505 -4.214 0.385
Si -0.411 -3.794 -1.203
C -1.698 -5.128 -1.693
C 1.016 -3.509 -2.421
C -1.350 -2.148 -1.003
H 1.457 -4.539 0.020
H 0.023 -5.083 0.942
H 0.638 -3.448 1.166
H -1.281 -6.168 -1.553
H -1.895 -5.154 -2.767
H -2.671 -4.923 -1.147
H 1.603 -4.450 -2.430
H 1.676 -2.755 -2.002
H 0.680 -3.339 -3.497
H -1.754 -1.832 -1.994
H -2.233 -2.351 -0.328
C 3.242 4.101 0.461
C 1.866 3.659 0.822
C 1.341 3.409 2.085
C -0.002 2.977 1.900
N -0.279 2.867 0.584
N 0.824 3.303 -0.061
C -1.107 2.756 2.874
H 3.193 4.618 -0.536
H 3.902 3.221 0.434
H 3.652 4.807 1.199
H 1.782 3.768 2.992
H 0.814 3.414 -1.086
H -2.062 3.150 2.451
H -0.839 3.260 3.789
H -1.170 1.684 3.019
*
```

# 6
Here is a structure of composition C19H12BF4MnN4O6 from the OMol25 dataset. Energies are from the ωB97M-V functional and the def2-TZVPD basis.

Output
- Maximum force: 0.358 eV/Å
- Relative energy (zero: lowest compared OMol25 entry of this formula, charge and spin): 15.4 kcal per mole
- HOMO-LUMO gap (alpha / beta): 8.68 / 8.58 eV

Structure (ORCA input):
```
! wB97M-V def2-TZVPD RIJCOSX def2/J DEFGRID3
* xyz 1 6
Mn -0.304 0.210 -0.537
O -2.270 -2.494 2.461
C -1.578 -1.625 1.741
O -0.937 -1.894 0.751
C -1.635 -0.224 2.285
C -2.369 0.193 3.378
C -2.252 1.526 3.757
C -1.396 2.370 3.068
C -0.696 1.855 1.988
N -0.841 0.597 1.608
C 0.341 2.562 1.140
O 0.700 3.792 1.416
O 0.902 1.946 0.257
H -2.169 -3.376 2.069
H -3.000 -0.499 3.916
H -2.819 1.903 4.598
H -1.300 3.404 3.370
H 0.080 4.233 2.011
O -0.529 -3.619 -7.191
N 0.121 -2.754 -6.652
O 1.101 -2.212 -7.122
C -0.365 -2.263 -5.342
C -1.695 -2.299 -5.159
C -2.272 -1.795 -3.949
C -3.661 -1.753 -3.735
C -4.142 -1.237 -2.561
C -3.225 -0.788 -1.603
N -1.920 -0.838 -1.773
C -1.440 -1.309 -2.943
C -0.005 -1.274 -3.157
N 0.757 -0.745 -2.169
C 2.068 -0.682 -2.324
C 2.710 -1.163 -3.463
C 1.957 -1.692 -4.478
C 0.553 -1.745 -4.352
H -2.330 -2.703 -5.936
H -4.332 -2.113 -4.505
H -5.202 -1.166 -2.366
H -3.579 -0.366 -0.669
H 2.636 -0.236 -1.516
H 3.786 -1.104 -3.538
H 2.432 -2.055 -5.374
F -0.933 3.885 -1.758
B -1.933 3.188 -1.145
F -2.017 3.493 0.228
F -3.150 3.231 -1.757
F -1.508 1.718 -1.173
*
```

# 7
Here is a cluster of 2 separate species, C38H38BF3O3S in total from the OMol25 dataset. Energies are from the ωB97M-V functional and the def2-TZVPD basis.

Output
- Maximum force: 2.824 eV/Å
- Structure (SMILES): Cc1ccc([C@@H](B2OC(C)(C)C(C)(C)O2)c2ccc(Oc3ccccc3)cc2)cc1.Cc1ccc(-c2ccc(C(F)(F)F)cc2)s1
- Relative energy (zero: lowest compared OMol25 entry of this formula, charge and spin): 17.4 kcal per mole
- HOMO-LUMO gap: 7.97 eV

Structure (ORCA input):
```
! wB97M-V def2-TZVPD RIJCOSX def2/J DEFGRID3
* xyz 0 1
C -2.538 -5.061 -0.524
C -2.156 -3.908 0.364
C -2.369 -2.574 -0.004
C -2.045 -1.530 0.842
C -1.499 -1.780 2.110
C -1.222 -0.730 3.183
B -2.551 -1.387 3.989
O -2.823 -2.036 5.221
C -4.199 -1.652 5.554
C -4.839 -2.845 6.231
C -4.161 -0.517 6.561
C -4.841 -1.208 4.161
C -5.712 -2.283 3.528
C -5.629 0.090 4.091
O -3.688 -1.015 3.323
C 0.108 -0.895 3.846
C 1.139 -1.662 3.252
C 2.291 -2.010 3.945
C 2.580 -1.335 5.135
O 3.830 -1.437 5.733
C 4.423 -2.707 5.801
C 5.790 -2.794 5.524
C 6.432 -4.025 5.650
C 5.734 -5.139 6.135
C 4.363 -5.039 6.394
C 3.696 -3.823 6.222
C 1.672 -0.403 5.647
C 0.423 -0.255 5.056
C -1.288 -3.140 2.481
C -1.591 -4.181 1.619
H -2.098 -5.995 -0.161
H -3.628 -5.204 -0.551
H -2.204 -4.901 -1.557
H -2.817 -2.379 -0.980
H -2.211 -0.488 0.551
H -1.456 0.298 2.909
H -5.816 -2.561 6.659
H -4.994 -3.688 5.544
H -4.198 -3.181 7.057
H -5.186 -0.281 6.881
H -3.601 -0.821 7.453
H -3.696 0.385 6.146
H -6.676 -2.315 4.053
H -5.906 -2.031 2.476
H -5.246 -3.276 3.569
H -6.674 -0.091 4.367
H -5.232 0.877 4.740
H -5.618 0.469 3.060
H 1.014 -2.056 2.243
H 2.991 -2.758 3.544
H 6.323 -1.896 5.207
H 7.490 -4.117 5.382
H 6.257 -6.084 6.313
H 3.796 -5.906 6.732
H 2.631 -3.725 6.432
H 1.976 0.196 6.501
H -0.319 0.395 5.511
H -0.832 -3.375 3.446
H -1.400 -5.208 1.911
C -3.398 4.038 1.127
C -2.169 3.644 1.878
C -2.183 3.187 3.188
C -0.908 2.750 3.639
C 0.042 2.715 2.692
C 1.472 2.428 2.802
C 2.100 2.485 4.071
C 3.436 2.159 4.241
C 4.163 1.673 3.161
C 5.610 1.315 3.378
F 6.129 0.583 2.350
F 6.410 2.417 3.526
F 5.761 0.566 4.514
C 3.558 1.512 1.911
C 2.247 1.960 1.719
S -0.606 3.510 1.190
H -4.161 4.370 1.836
H -3.198 4.836 0.404
H -3.794 3.164 0.582
H -3.111 3.158 3.776
H -0.745 2.333 4.624
H 1.523 2.823 4.934
H 3.906 2.254 5.216
H 4.114 1.054 1.107
H 1.830 1.935 0.711
*
```